# 1
Density functional theory data (ωB97M-V/def2-TZVPD) for a structure of composition C36H46BiN3O2SSi.

Structure (XYZ):
```
90
Properties=species:S:1:pos:R:3:lowdin_charge:R:1
H 4.50272 -0.18014 -0.50785 0.07
C -5.09232 3.05761 -0.84981 -0.03
Si 1.50759 -0.42926 -1.26959 0.74
H 0.79718 1.15555 1.27498 0.06
H -4.04166 3.72294 -4.00150 0.12
C -0.03392 -1.85867 3.96253 -0.05
H 3.13588 -4.68237 5.43417 0.08
C -3.80366 1.85383 -2.98442 -0.06
H 3.15605 -0.54524 -3.98709 0.06
C 0.25130 -3.85590 2.64569 -0.06
H -3.13245 1.87231 4.71191 0.11
C -3.51196 -0.25169 -1.67650 -0.29
C 1.39702 -4.15554 3.36604 -0.03
H 1.61957 -3.76242 -3.19157 0.09
C 3.11336 -3.63587 5.12920 -0.05
C -4.67998 1.74352 -0.75658 -0.04
H -1.13065 2.17445 -2.01407 0.09
C -4.85058 3.78756 -2.01266 -0.26
O -1.90349 -3.25444 0.88441 -0.39
C -4.21392 3.16611 -3.08953 -0.04
H -2.26032 4.88095 1.09899 0.13
H -0.09223 -4.50148 1.84946 0.11
H 1.80367 2.80627 -3.38489 0.09
C -2.14401 2.78630 1.61354 -0.15
O -3.03577 -2.28139 2.86318 -0.28
C -0.45682 -2.70126 2.94329 -0.28
S -1.90102 -2.32638 1.98713 0.56
H -4.87548 1.18637 0.15305 0.12
H 1.60323 2.26162 0.15966 0.06
C 1.43999 -2.69083 -3.05055 -0.11
C 0.62969 0.50928 -3.83340 -0.12
H -3.31220 1.37950 -3.82720 0.11
H -4.00113 -0.85526 -0.91157 0.04
H 4.44321 0.96449 0.83139 0.09
H 0.74997 1.19082 -4.68350 0.09
C 1.42746 -3.23031 -0.65710 -0.13
H 0.35640 -2.54302 -3.10051 0.06
H 3.18091 -1.66746 1.10834 0.07
C 1.77905 2.21225 -2.46390 -0.10
H -2.82935 3.90065 3.33238 0.11
C -2.75850 1.79425 3.69914 -0.06
H 3.20796 1.16581 -4.38944 0.09
Bi -1.28625 -0.97717 -0.92611 1.61
H 0.33434 -3.21613 -0.63500 0.02
H 3.74010 -3.52700 -2.02336 0.09
N -1.43226 1.33987 -0.17969 -0.04
C -5.23054 5.16845 -2.09288 -0.20
H 0.59169 -0.50396 -4.23114 0.06
C -1.97252 0.34058 1.91782 -0.26
H 2.36074 1.85004 1.69792 0.09
C -1.39877 2.36891 -0.98417 -0.16
H 1.95120 -5.05696 3.13140 0.12
H 1.56815 -1.18010 1.65505 0.06
H 3.00151 -0.35797 2.27013 0.09
C 1.76576 1.45039 0.86841 -0.10
H -3.46425 -0.78865 -2.62545 0.03
C -4.01440 1.10635 -1.81402 -0.34
C 3.93137 0.64672 -0.08464 -0.09
H -5.60048 3.53056 -0.01911 0.12
C 2.49151 0.23994 0.26058 -0.62
H -0.34790 0.72803 -3.38974 0.04
C -2.45702 0.51220 3.19749 -0.03
H 1.71728 -4.25512 -0.91787 0.09
C -1.67474 3.68151 -0.56514 -0.03
H -1.62496 4.49129 -1.27940 0.12
C -2.59750 2.91751 2.94374 -0.04
C 2.02267 -2.25933 -1.69571 -0.64
C 3.53819 -2.49099 -1.72596 -0.09
H 3.99158 -2.34435 -0.74549 0.06
C 3.10112 0.45548 -3.56120 -0.10
H -0.57855 -0.95507 4.19718 0.10
C 2.55924 -0.81297 1.37588 -0.10
H 2.65236 2.49382 -1.87668 0.07
C -1.83534 1.50826 1.10540 -0.19
C 1.77497 0.72102 -2.82944 -0.62
N -5.51396 6.28187 -2.15234 0.14
H 3.98065 1.47956 -0.78534 0.06
N -1.60293 -0.87184 1.31643 -0.30
H 3.21250 -3.01731 6.01993 0.08
C 1.11504 -2.16969 4.66924 -0.03
H 1.77867 -3.03945 0.35502 0.05
H 1.89061 -2.17420 -3.89618 0.06
H 4.05091 -1.83921 -2.43395 0.07
H 1.45022 -1.50680 5.45789 0.12
H 3.96267 0.58796 -2.90466 0.07
H 3.98743 -3.45914 4.49905 0.08
C 1.84984 -3.31649 4.37941 -0.27
H -2.65223 -0.34623 3.81889 0.09
H 0.89916 2.51455 -1.90200 0.04
C -2.02771 3.88772 0.73454 0.01
```

* energy above the lowest of the compared OMol25 structures with the same formula, charge and spin: 75.8 kJ/mol
* E_HOMO: -6.59 eV
* multiplicity: 1


# 2
Density functional theory data (ωB97M-V/def2-TZVPD) for a structure of composition C40H41BrCdCl5IN5OS.

Structure (XYZ):
```
96
Properties=species:S:1:pos:R:3:lowdin_charge:R:1
H -2.00040 1.41537 6.13576 0.09
Cd 0.23072 -0.63504 -0.47317 1.36
H -2.28352 1.05602 -2.60679 0.07
Cl -1.23071 -1.41397 -3.35807 0.63
C 0.61498 -4.94802 -3.28672 -0.72
C -0.77699 0.04809 3.27314 -0.06
N 2.20328 0.25869 -0.99287 -0.07
H 2.41365 0.90716 -2.99522 0.10
C -2.74532 -1.05084 1.08271 -0.44
C 3.09274 0.15564 0.04535 -0.40
H -4.81959 -4.64198 1.50114 0.08
H 1.33828 2.63306 -1.42095 0.03
C -2.02877 3.12463 -3.13380 -0.06
C -1.45318 -3.85744 1.37384 -0.05
C 1.97363 3.86941 5.01189 -0.15
H -2.50753 1.23959 3.69612 0.05
H 3.47103 -0.50143 2.05870 0.12
C -1.17403 4.21538 -3.05427 -0.15
Cl 2.10080 -3.82041 0.24106 0.64
H 1.09350 4.25622 5.52886 0.11
H 5.25341 0.59545 0.27103 0.09
C -5.99224 0.50191 4.84222 -0.07
N 1.49632 -0.79000 1.56963 -0.06
C -0.16478 -3.85802 -3.65538 -0.71
H -1.13396 -4.83517 0.99013 0.09
C -1.33816 0.86032 5.47646 -0.09
Cl -1.04806 -3.89561 -5.14737 0.63
H 2.46791 5.15225 2.03208 0.12
H 1.04038 2.09897 4.15712 0.10
H -4.79431 -3.03546 2.95332 0.09
H -3.00223 3.21398 -3.59787 0.10
C 0.04655 4.03586 -2.43075 -0.71
C -5.81715 -0.89727 4.25068 -0.56
H -1.29245 -3.84189 2.45916 0.09
H 0.02584 0.30161 7.04731 0.09
H -4.46271 1.22332 3.00386 0.09
H -2.60506 -2.92753 -0.99352 0.05
C -4.75919 -0.91149 3.14520 -0.18
I 1.38852 5.62082 -2.23475 0.83
H -0.82968 -3.09379 0.91385 0.03
H 2.43057 5.95517 4.55388 0.11
H 2.64091 3.43052 5.74848 0.11
C 0.38961 2.79285 -1.91803 -0.27
C -1.62333 0.76138 4.11320 -0.09
H 1.52070 -0.97165 5.54246 0.10
C 0.63676 -0.48618 5.13803 -0.07
H -0.99980 -0.01922 2.21532 0.03
H -1.45552 5.17529 -3.46222 0.09
Cl 0.71250 -6.34134 -4.30759 0.64
C 4.36060 0.58127 -0.34892 -0.08
C -3.22505 0.15756 1.63849 -0.60
O -1.79669 -1.15882 0.20018 -0.28
C 2.68594 -0.39230 1.30988 -0.17
C 0.36129 -0.58767 3.77733 -0.20
N 1.61614 2.90987 3.97551 0.03
C 4.23575 0.96557 -1.69603 -0.12
H -6.70782 0.46337 5.66967 0.08
H -4.22570 -3.59408 -0.71103 0.09
C 1.31180 -4.90614 -2.08509 -0.71
C -1.62401 1.91818 -2.58969 -0.19
C -0.22626 -2.75153 -2.81045 -0.71
N -0.43719 1.74556 -2.00157 0.04
C 1.26095 -1.41209 2.86655 -0.19
H -6.37562 1.21045 4.10074 0.08
H -4.42065 -1.56412 5.77961 0.09
H -7.10114 -2.38125 3.30017 0.08
C -5.40550 -1.84352 5.38975 -0.05
H 5.01072 1.34503 -2.34919 0.07
C -4.18723 0.24089 2.63468 -0.14
Br -2.46105 1.78636 1.02995 0.80
C 2.89437 0.74530 -2.03957 -0.22
C -7.16646 -1.35729 3.68198 -0.05
H -6.13290 -1.79316 6.21013 0.08
C -4.33681 -2.12353 2.58426 0.01
S 1.10962 2.70218 1.34568 0.68
C -3.16075 -3.70469 -0.47215 -0.04
C -0.20274 0.23540 5.98681 -0.11
C -3.37525 -2.23570 1.58874 -0.07
C 1.21583 -3.77194 -1.27366 -0.70
H -2.82405 -4.68245 -0.84009 0.08
C 2.66620 4.96040 4.18888 -0.16
N 2.09867 4.72276 2.86072 0.00
H -3.58381 -4.80059 2.77551 0.08
H -7.47049 -0.70898 2.85338 0.09
H 0.78171 -2.37875 2.70251 0.09
H -5.35008 -2.88375 5.05384 0.07
H -3.41656 -5.69821 1.25709 0.08
H -7.94757 -1.32724 4.45411 0.08
C -2.94273 -3.61556 1.05124 -0.52
Cl 2.27207 -6.27247 -1.61596 0.63
H 2.20833 -1.60710 3.37172 0.11
C -3.74399 -4.74703 1.69108 -0.08
C 0.44992 -2.65199 -1.58727 -0.24
H 3.75017 4.83367 4.19970 0.11
H -5.04418 0.88880 5.22941 0.08
C 1.60675 3.45129 2.73399 -0.87
```

* energy above the lowest of the compared OMol25 structures with the same formula, charge and spin: 14.7 kJ/mol
* E_HOMO: -4.77 eV
* multiplicity: 1
* charge: -1


# 3
Density functional theory data (ωB97M-V/def2-TZVPD) for a structure of composition C29H25N9O7RuSSe.

Structure (XYZ):
```
73
Properties=species:S:1:pos:R:3:lowdin_spin:R:1
N 3.30574 2.31517 1.68803 0.00
C -1.06838 -5.51515 -1.64238 0.00
C 2.13573 2.13976 2.44520 0.01
H -0.75934 -1.80246 -3.70594 0.00
H -1.80337 -6.23779 -1.89369 0.00
C 1.52370 -1.78180 -1.50214 0.03
C 3.88649 3.66098 -2.20269 0.00
C -2.71783 -1.52831 1.46360 0.00
Ru 0.62691 1.37376 -0.35936 3.82
O -3.27748 -4.23300 3.67331 0.00
N 0.78943 -2.43324 -2.44373 0.02
C -0.17783 1.98871 2.62309 0.01
H -1.04020 -4.35674 -3.43473 0.00
C -0.19966 -2.06305 2.32523 0.01
H 5.61761 2.73202 0.52917 0.00
C -1.96220 2.47771 -2.62318 0.02
H 0.79898 -1.08807 -4.02292 0.00
C 0.29152 -4.71909 0.19744 0.00
C 3.45233 2.70167 0.36215 0.01
H 1.88065 -2.31800 0.49077 0.00
H -0.73321 4.75924 -2.64310 0.00
C -0.13775 1.53994 3.92251 0.00
N -3.02192 1.70631 -2.85800 0.02
H 5.95816 3.67429 -1.65399 0.00
O 0.57566 -0.27409 1.00338 0.17
C 0.25910 -3.62587 -1.93466 0.00
H -3.78266 -1.48124 1.09051 0.00
H -1.04973 -3.75363 3.42513 0.00
N 2.42765 2.82843 -0.52451 0.10
H -1.03323 1.36585 4.44737 0.00
H -1.02187 -6.44072 0.27256 0.00
O -1.53538 1.52702 0.08642 0.15
N 1.46768 -2.57109 -0.39736 0.02
C 4.75772 2.97477 -0.05483 0.00
H 1.29914 1.14585 5.51249 0.00
N -3.58420 -3.45637 2.83774 0.00
C -1.75003 -0.64901 1.04287 0.01
C -0.58984 -5.61522 -0.31928 0.00
Se 2.28819 -0.14907 -1.69818 0.20
C -1.46805 4.75362 -1.86360 0.00
C -4.11739 2.35706 -2.36185 0.01
C -0.43636 -0.93579 1.44767 0.01
C 0.72297 -3.70804 -0.61604 0.00
C -3.74603 3.64921 -2.07742 0.01
H -4.38616 4.44103 -1.76109 0.00
C 4.94457 3.48316 -1.34455 0.01
O -3.26198 0.28509 -0.46209 0.02
N 1.10099 -2.27140 2.96847 0.00
C -1.20768 -2.89577 2.77114 0.00
C -0.64488 -4.52802 -2.45942 0.00
C 0.30544 -2.02416 -3.77927 0.00
H 3.24617 1.70417 4.13453 0.00
C 1.09544 1.45596 4.47890 0.00
S -0.29996 1.94130 -2.72154 0.15
N 0.91802 2.21241 1.87630 0.09
O 1.05478 -2.40427 4.17671 0.00
N -2.38972 3.68916 -2.22764 0.02
H -5.15576 2.07463 -2.37696 0.00
H -1.99200 5.75006 -1.88721 0.00
H -2.85798 0.69638 -2.79940 0.00
C -2.22428 0.43182 0.10843 0.01
H -1.16440 2.01795 2.11232 0.00
O -4.66846 -3.33244 2.34022 0.00
O 2.08306 -2.40659 2.26520 0.00
H 3.99842 3.98401 -3.26656 0.00
C 2.25116 1.76329 3.77165 0.00
H 0.55614 -2.74166 -4.53435 0.00
H 0.60990 -4.92745 1.21028 0.00
C 2.61322 3.32331 -1.74671 0.01
C -2.47309 -2.62826 2.27928 0.01
H 1.72407 3.37779 -2.40164 0.00
H 4.12115 2.00767 2.15907 0.00
H -0.94761 4.58631 -0.93715 0.00
```

* energy above the lowest of the compared OMol25 structures with the same formula, charge and spin: 0.0 kJ/mol
* <S²>: 8.764
* E_HOMO (alpha / beta): -10.43 / -10.90 eV
* multiplicity: 6
* charge: +1


# 4
Density functional theory data (ωB97M-V/def2-TZVPD) for a cluster of 3 separate species, C18H15N3O6 in total.

Structure (XYZ):
```
42
Properties=species:S:1:pos:R:3:nbo_charge:R:1
O -0.52625 2.30731 -1.38245 -0.38
C 0.70045 0.05134 -0.41695 -0.18
C -1.87547 6.58886 -0.48107 -0.19
C -2.54465 5.23222 -2.36333 -0.18
H 1.76174 -1.93138 2.04532 0.21
H 0.03960 -0.62955 3.33702 0.23
N 1.60336 -8.87787 2.34626 0.53
O 1.80471 -9.98977 1.91104 -0.37
C 2.35466 -7.99395 0.18019 -0.19
H -3.13153 6.33155 -4.12075 0.22
H -1.25331 1.14015 2.13173 0.25
C -2.08243 5.34208 -1.06200 -0.20
C 1.14065 -1.17684 1.57114 -0.18
H -1.88152 4.44776 -0.49191 0.23
C -2.77397 6.38722 -3.10137 -0.21
N -1.04773 1.75310 -0.43550 0.53
H -1.52596 6.64363 0.54039 0.24
O -1.53623 9.07570 0.51015 -0.37
H 2.17758 -1.54600 -0.24289 0.22
H -2.65274 8.52220 -3.13154 0.25
C 2.30430 -5.62578 -0.25679 -0.18
H 3.20113 -7.08378 -1.56471 0.22
C 1.82274 -5.40090 1.01559 -0.21
O -2.16457 1.99284 -0.02937 -0.38
C -0.28537 0.72418 0.27469 0.02
H -2.64527 4.25629 -2.81920 0.23
C 0.22700 -0.43633 2.29095 -0.20
O 1.07764 -8.63586 3.41407 -0.37
H 0.91605 0.35681 -1.43443 0.25
C -2.08007 7.71299 -1.23418 0.02
C -0.51908 0.52127 1.63068 -0.18
N -1.73207 9.01728 -0.68110 0.53
C 1.56900 -6.47021 1.86837 -0.18
C -2.56807 7.63246 -2.52172 -0.19
H 2.48728 -4.83392 -0.97360 0.22
C 1.85767 -7.74769 1.44801 0.02
O -1.61388 9.95066 -1.45869 -0.38
H 1.51532 -4.42827 1.37932 0.22
H 1.15148 -6.33096 2.85539 0.25
C 1.41018 -0.94002 0.21196 -0.21
C 2.64767 -6.91984 -0.65134 -0.20
H 2.66996 -8.98894 -0.10739 0.25
```

* energy above the lowest of the compared OMol25 structures with the same formula, charge and spin: 19.9 kJ/mol
* structure (SMILES): O=[N+]([O-])c1ccccc1.O=[N+]([O-])c1ccccc1.O=[N+]([O-])c1ccccc1
* E_HOMO: -9.85 eV
* multiplicity: 1